Entry 1:
Entry from the OMol25 dataset: 5 unconnected molecules or ions with the total composition C11H31Cl4O12P3 in a non-equilibrium geometry (wB97M-V/def2-TZVPD).

* HOMO level (spin up / spin down): -13.01 / -12.97 eV
* F_max: 5.63 eV/Å
* <S²>: 0.75
* E_tot: -4205.24402 Eh

ORCA input file:
```
! wB97M-V def2-TZVPD RIJCOSX def2/J DEFGRID3
* xyz 1 2
C -3.078 -3.203 4.774
Cl -3.164 -4.583 5.962
Cl -1.691 -3.441 3.677
H -3.994 -3.245 4.185
H -2.980 -2.235 5.265
C -0.113 -1.439 0.984
Cl -1.406 -0.540 1.743
Cl -0.594 -2.316 -0.504
H 0.734 -0.814 0.698
H 0.210 -2.109 1.780
C -5.767 2.803 -1.445
O -4.621 2.255 -1.962
P -4.669 0.888 -2.833
O -6.013 0.176 -3.054
O -3.444 0.084 -2.068
C -2.354 0.766 -1.653
O -3.867 1.346 -4.190
C -4.669 1.826 -5.278
H -6.638 2.211 -1.164
H -6.186 3.573 -2.093
H -5.419 3.255 -0.516
H -2.078 1.260 -2.584
H -1.679 -0.061 -1.436
H -2.567 1.385 -0.781
H -4.924 2.876 -5.134
H -5.580 1.245 -5.418
H -4.073 1.642 -6.173
C 1.409 1.984 1.826
O 0.448 2.081 0.758
P 1.177 2.278 -0.689
O 2.322 3.182 -0.838
O 1.385 0.692 -1.119
C 2.432 0.348 -2.047
O -0.058 2.727 -1.692
C 0.231 3.095 -3.019
H 2.435 1.757 1.535
H 1.227 1.162 2.517
H 1.436 2.899 2.417
H 2.021 0.200 -3.045
H 2.747 -0.600 -1.612
H 3.277 1.026 -2.169
H -0.014 2.305 -3.728
H 1.259 3.446 -3.118
H -0.424 3.949 -3.193
C 4.301 -1.008 4.465
O 4.604 -2.020 3.551
P 3.483 -2.642 2.511
O 2.315 -3.331 3.188
O 3.187 -1.315 1.569
C 4.247 -0.543 1.043
O 4.330 -3.583 1.537
C 3.738 -4.457 0.634
H 4.814 -0.153 4.026
H 4.639 -1.191 5.485
H 3.225 -0.858 4.551
H 4.537 0.274 1.703
H 4.013 -0.072 0.088
H 5.129 -1.177 0.951
H 4.246 -4.457 -0.330
H 2.725 -4.167 0.358
H 3.778 -5.438 1.107
*
```

Atomic partial charges in e from the natural (NBO) method, atoms 1 to 8: -0.3802 0.0240 0.0890 0.2371 0.2349 -0.4749 0.3674 0.1509

Entry 2:
Entry from the OMol25 dataset: a molecular structure, C15H39B4BrN5O13P in a non-equilibrium geometry (wB97M-V/def2-TZVPD).

* HOMO level: -8.68 eV
* F_max: 2.81 eV/Å
* E_tot: -4862.07152 Eh

ORCA input file:
```
! wB97M-V def2-TZVPD RIJCOSX def2/J DEFGRID3
* xyz 0 1
O -0.452 -2.803 -1.063
P -0.107 -2.422 0.358
O -1.255 -1.467 1.065
O 1.402 -1.761 0.434
B -0.073 -4.088 1.297
O -1.201 -4.569 2.015
B -1.623 -5.689 1.238
Br -3.424 -5.619 0.458
O -0.699 -6.722 1.039
B 0.507 -6.103 0.563
B 1.332 -6.580 -0.819
O 1.627 -5.556 -1.756
O 1.752 -7.892 -1.020
O 1.034 -4.953 1.254
H -2.003 -2.058 1.200
H 1.913 -2.316 -0.165
H 0.806 -5.400 -2.238
H 1.121 -8.494 -0.603
C 0.016 -10.844 1.766
O 0.153 -10.249 0.717
N 0.519 -10.441 2.952
C 0.318 -11.200 4.170
C 1.283 -9.207 3.003
H -0.547 -11.787 1.831
H -0.208 -10.584 4.902
H 1.287 -11.496 4.579
H -0.270 -12.094 3.972
H 0.660 -8.377 2.663
H 2.148 -9.284 2.341
H 1.619 -9.017 4.020
C -0.273 2.655 -2.779
O -0.791 3.751 -2.871
N -0.220 1.919 -1.649
C 0.414 0.615 -1.606
C -0.819 2.453 -0.438
H 0.209 2.162 -3.638
H -0.321 -0.133 -1.307
H 1.228 0.633 -0.879
H 0.815 0.349 -2.583
H -1.882 2.637 -0.606
H -0.342 3.400 -0.180
H -0.697 1.748 0.381
C -2.239 -3.620 -3.084
O -1.561 -4.627 -3.014
N -3.364 -3.501 -3.828
C -4.130 -2.272 -3.868
C -3.813 -4.641 -4.607
H -1.984 -2.707 -2.533
H -5.145 -2.463 -3.512
H -4.172 -1.901 -4.894
H -3.669 -1.515 -3.236
H -4.002 -5.487 -3.943
H -3.035 -4.928 -5.317
H -4.724 -4.391 -5.147
C 0.262 8.247 -0.052
O 1.094 8.841 0.608
N 0.536 7.438 -1.094
C -0.508 6.756 -1.841
C 1.921 7.244 -1.481
H -0.816 8.328 0.160
H -0.354 5.681 -1.783
H -0.467 7.068 -2.887
H -1.490 6.997 -1.437
H 2.480 6.824 -0.642
H 2.366 8.205 -1.744
H 1.980 6.569 -2.331
C 3.478 11.707 4.421
O 3.571 12.574 5.267
N 2.595 11.713 3.400
C 2.535 10.640 2.420
C 1.677 12.830 3.281
H 4.128 10.818 4.423
H 2.725 11.047 1.426
H 1.548 10.186 2.438
H 3.280 9.878 2.640
H 2.242 13.758 3.173
H 1.067 12.900 4.183
H 1.033 12.692 2.416
*
```

Atomic partial charges in e from the Mulliken method, atoms 1 to 8: -0.4050 0.3660 -0.5401 -0.5204 0.4263 -0.2431 0.6713 -0.2490

Entry 3:
Entry from the OMol25 dataset: a molecular structure, C2H3IS2 in a non-equilibrium geometry (wB97M-V/def2-TZVPD).

* HOMO level (spin up / spin down): -6.37 / -8.80 eV
* F_max: 5.74 eV/Å
* <S²>: 2.01
* E_tot: -1171.88492 Eh

ORCA input file:
```
! wB97M-V def2-TZVPD RIJCOSX def2/J DEFGRID3
* xyz 0 3
C -0.637 -0.483 -0.551
C 0.728 0.406 0.637
S -2.170 -0.751 0.307
S -1.810 0.579 -1.233
I 2.553 0.267 -0.406
H 0.166 -1.191 -0.895
H 0.739 -0.215 1.433
H 0.432 1.388 0.708
*
```

Population analysis type natural (NBO), resulting atomic charges in e: -0.6032 -0.5121 0.1615 0.2097 0.0906 0.2617 0.1926 0.1992